{"formula": "C32H42CeFN3O3S3", "method": "the ωB97M-V functional and the def2-TZVPD basis", "species": ["Ce", "C", "C", "S", "C", "C", "S", "C", "C", "S", "H", "H", "H", "H", "H", "H", "H", "H", "H", "H", "H", "H", "C", "C", "C", "C", "C", "C", "C", "C", "C", "H", "H", "H", "H", "H", "H", "H", "H", "H", "H", "H", "H", "F", "C", "C", "C", "C", "O", "C", "C", "N", "C", "C", "C", "C", "C", "C", "N", "C", "C", "N", "C", "C", "C", "O", "O", "H", "H", "H", "H", "H", "H", "H", "H", "H", "H", "H", "H", "H", "H", "H", "H", "H", "H"], "positions_angstrom": [[-0.003, 0.506, -0.203], [0.845, -2.993, 1.709], [2.076, -2.098, 1.741], [2.509, -1.258, 0.201], [2.745, -2.626, -0.951], [1.990, -2.454, -2.262], [0.223, -2.133, -2.107], [-0.380, -3.612, -1.262], [-1.304, -3.317, -0.088], [-0.684, -2.180, 1.169], [0.683, -3.397, 2.709], [1.006, -3.858, 1.066], [2.939, -2.683, 2.064], [1.964, -1.299, 2.474], [2.456, -3.554, -0.460], [3.810, -2.719, -1.164], [2.144, -3.329, -2.895], [2.380, -1.607, -2.831], [0.477, -4.203, -0.943], [-0.917, -4.229, -1.983], [-1.585, -4.251, 0.401], [-2.238, -2.871, -0.436], [-2.146, 3.791, -0.380], [-1.827, 2.626, -1.270], [-0.700, 2.638, -2.093], [-0.437, 1.599, -2.990], [0.753, 1.657, -3.908], [-1.328, 0.527, -3.036], [-2.444, 0.457, -2.200], [-3.411, -0.689, -2.293], [-2.661, 1.508, -1.306], [-1.245, 4.310, -0.059], [-2.707, 3.474, 0.500], [-2.770, 4.503, -0.923], [-0.019, 3.481, -2.045], [1.658, 1.988, -3.395], [0.572, 2.378, -4.707], [0.946, 0.692, -4.377], [-1.153, -0.271, -3.747], [-3.812, -0.961, -1.316], [-2.953, -1.568, -2.748], [-4.259, -0.403, -2.918], [-3.518, 1.471, -0.642], [-5.670, 0.277, 4.572], [-4.584, 1.065, 4.572], [-3.670, 0.931, 3.577], [-2.491, 1.697, 3.606], [-1.526, 1.625, 2.545], [-1.651, 0.880, 1.514], [-0.356, 2.402, 2.696], [-0.195, 3.243, 3.758], [-1.119, 3.353, 4.724], [-0.926, 4.332, 5.791], [0.435, 4.480, 6.394], [-0.666, 3.836, 7.182], [-2.284, 2.588, 4.673], [-3.269, 2.742, 5.665], [-4.426, 1.992, 5.633], [-5.392, 2.162, 6.645], [-6.799, 1.869, 6.432], [-7.648, 2.755, 7.322], [-7.245, 2.543, 8.767], [-5.769, 2.802, 8.975], [-4.984, 1.926, 8.021], [0.651, 2.040, 1.662], [0.661, 2.592, 0.523], [1.178, 0.895, 1.777], [-3.841, 0.218, 2.781], [0.680, 3.865, 3.887], [-1.527, 5.222, 5.655], [0.747, 5.483, 6.646], [1.223, 3.824, 6.052], [-1.108, 4.387, 8.000], [-0.596, 2.765, 7.312], [-3.139, 3.482, 6.438], [-7.040, 0.814, 6.624], [-7.084, 2.077, 5.404], [-8.708, 2.518, 7.256], [-7.488, 3.814, 7.125], [-7.465, 1.582, 9.042], [-7.799, 3.145, 9.379], [-5.553, 2.587, 10.019], [-5.628, 3.862, 8.770], [-5.123, 0.868, 8.297], [-3.926, 2.142, 8.153]], "forces_ev_per_a": [[-0.64, -1.68, -1.48], [0.19, -0.21, 0.04], [0.00, -0.06, 0.21], [0.03, 0.30, 0.02], [0.04, -0.28, -0.16], [0.26, -0.01, -0.06], [-0.11, 0.18, -0.09], [-0.03, -0.24, 0.15], [-0.14, -0.14, -0.17], [0.00, 0.17, 0.16], [-0.04, 0.08, 0.01], [-0.01, 0.03, -0.03], [-0.02, -0.04, -0.06], [-0.04, 0.06, -0.08], [-0.02, 0.04, 0.04], [-0.01, 0.07, -0.01], [-0.06, -0.03, 0.04], [-0.04, 0.04, 0.06], [0.03, 0.05, -0.01], [-0.02, 0.05, -0.01], [0.05, -0.01, -0.01], [0.04, 0.07, 0.02], [-0.04, 0.04, 0.03], [-0.01, 0.06, 0.08], [0.09, 0.16, -0.03], [0.03, 0.01, -0.05], [0.04, 0.00, -0.06], [0.02, -0.08, -0.11], [0.09, 0.00, 0.06], [-0.01, -0.04, 0.02], [-0.11, -0.01, 0.03], [0.02, -0.01, -0.03], [0.00, -0.02, -0.01], [0.01, 0.00, -0.01], [-0.03, 0.02, -0.01], [-0.02, 0.00, 0.04], [-0.02, -0.01, 0.00], [-0.01, 0.00, 0.01], [-0.01, 0.01, 0.00], [0.00, 0.03, 0.01], [0.02, 0.02, -0.02], [0.00, -0.01, -0.02], [0.00, -0.01, -0.01], [-0.01, 0.01, -0.02], [-0.07, 0.08, 0.21], [0.06, 0.00, -0.07], [-0.23, 0.21, -0.12], [0.26, -0.39, -0.22], [-0.25, 0.18, 0.22], [0.27, 0.36, 0.46], [-0.10, -0.01, 0.02], [-0.20, -0.05, 0.02], [0.03, -0.13, -0.08], [-0.06, -0.02, 0.01], [0.02, 0.09, -0.03], [0.17, 0.26, 0.16], [0.05, -0.10, -0.21], [-0.19, -0.10, 0.01], [0.17, 0.13, 0.00], [-0.04, -0.12, -0.12], [0.02, 0.05, 0.43], [0.10, -0.04, -0.13], [-0.42, 0.02, 0.01], [0.09, -0.11, 0.09], [0.24, 0.10, 0.08], [0.04, 0.75, 0.60], [0.17, 0.22, 0.48], [0.04, 0.00, -0.01], [0.03, -0.03, -0.06], [0.00, 0.00, 0.00], [0.03, -0.01, 0.02], [0.04, 0.04, -0.01], [0.00, -0.03, 0.02], [-0.02, 0.00, 0.05], [0.00, -0.01, 0.03], [0.01, 0.01, 0.01], [0.04, 0.01, -0.04], [0.01, 0.00, -0.13], [-0.02, -0.02, -0.09], [0.01, -0.02, -0.01], [0.00, 0.05, -0.01], [0.12, 0.01, -0.03], [0.10, -0.01, 0.02], [-0.02, 0.01, -0.01], [-0.01, 0.03, -0.04]], "s_squared": 0.75, "total_energy_ha": -3403.43114, "charge": 3, "homo_lumo_gap_ev": [8.49, 8.49], "multiplicity": 2, "e_homo_ha": [-0.5809, -0.5810]}



{"formula": "C13H21NO", "method": "the ωB97M-V functional and the def2-TZVPD basis", "species": ["C", "C", "N", "C", "C", "C", "O", "H", "H", "H", "H", "H", "H", "H", "H", "H", "H", "H", "C", "C", "C", "C", "C", "C", "C", "C", "H", "H", "H", "H", "H", "H", "H", "H", "H", "H"], "positions_angstrom": [[1.816, -1.667, -2.345], [3.266, -1.147, -2.229], [3.693, -0.536, -0.940], [5.140, -0.685, -0.835], [2.716, -0.233, 0.134], [3.503, 0.153, 1.413], [1.596, -0.035, -0.192], [1.057, -0.976, -2.013], [1.621, -2.520, -1.664], [1.547, -1.845, -3.397], [3.940, -1.922, -2.600], [3.258, -0.278, -2.912], [5.492, -1.728, -1.009], [5.563, -0.058, -1.613], [5.387, -0.337, 0.154], [3.757, 1.213, 1.289], [2.678, 0.417, 2.103], [4.057, -0.686, 1.820], [-3.950, -1.831, 0.945], [-3.520, -0.736, -0.016], [-3.147, 0.653, 0.502], [-2.964, 1.704, -0.379], [-2.787, 3.004, 0.130], [-3.045, 3.175, 1.468], [-3.220, 2.151, 2.358], [-3.181, 0.818, 1.908], [-3.523, -2.824, 0.812], [-5.039, -1.926, 0.854], [-3.705, -1.634, 1.973], [-2.679, -1.061, -0.644], [-4.190, -0.586, -0.863], [-2.860, 1.614, -1.448], [-2.745, 3.817, -0.576], [-3.194, 4.233, 1.769], [-3.162, 2.287, 3.426], [-3.175, 0.011, 2.618]], "forces_ev_per_a": [[-0.30, -0.44, 0.61], [-2.06, 1.91, -0.26], [-1.42, -2.02, 0.44], [-0.87, -0.16, 0.53], [5.39, 0.35, -2.51], [-4.11, 0.58, 0.20], [-1.87, 0.17, 1.15], [0.24, 0.56, -0.02], [0.28, -0.05, -0.77], [0.47, -0.57, 0.32], [0.25, 0.19, 0.37], [0.51, -0.51, -0.36], [-0.29, 0.55, 0.31], [0.46, 0.20, 0.01], [0.81, 0.06, 0.03], [1.62, -0.63, -0.27], [0.13, -0.88, 0.25], [0.74, 0.70, -0.02], [-0.85, -0.09, -0.13], [1.77, 0.15, -1.69], [-1.11, -1.98, 1.12], [0.98, 1.14, 0.71], [-1.40, -1.72, -0.57], [-0.21, 2.83, 0.22], [1.10, -1.96, 0.37], [0.15, 2.37, -1.32], [0.12, 0.10, -0.70], [0.18, -0.17, 0.39], [-0.11, 0.33, 0.37], [0.42, -0.27, 0.51], [-0.84, -0.02, 0.43], [-0.24, -0.61, -0.18], [0.33, 0.29, 0.15], [0.44, -0.78, 0.29], [-0.50, 0.47, 0.17], [-0.20, -0.07, -0.11]], "total_energy_ha": -637.86355, "homo_lumo_gap_ev": 9.48, "e_homo_ha": -0.3170}



{"formula": "H22O11", "method": "the ωB97M-V functional and the def2-TZVPD basis", "species": ["O", "H", "H", "O", "H", "H", "O", "H", "H", "O", "H", "H", "O", "H", "H", "O", "H", "H", "O", "H", "H", "O", "H", "H", "O", "H", "H", "O", "H", "H", "O", "H", "H"], "positions_angstrom": [[-2.874, -1.834, 1.262], [-2.223, -2.355, 0.792], [-3.163, -2.400, 1.978], [-1.373, 3.047, -0.853], [-1.161, 2.249, -1.339], [-2.276, 3.244, -1.099], [4.490, -0.314, -0.992], [4.501, 0.643, -0.982], [3.585, -0.542, -1.205], [2.193, -1.738, -0.632], [2.020, -2.287, -1.397], [3.115, -1.894, -0.427], [-3.825, 0.077, -0.694], [-4.756, 0.178, -0.496], [-3.481, -0.447, 0.030], [-0.341, -0.159, 1.754], [0.175, -0.358, 2.536], [-1.022, -0.831, 1.739], [-0.213, -0.202, -1.014], [0.704, -0.362, -0.788], [-0.676, -0.239, -0.177], [2.781, 0.266, 2.022], [2.128, -0.290, 1.597], [3.595, -0.235, 1.965], [-2.575, 1.671, 2.174], [-1.856, 1.042, 2.127], [-2.800, 1.849, 1.261], [2.020, 1.750, -0.224], [2.436, 1.343, 0.536], [1.453, 2.427, 0.146], [-0.387, -1.063, -3.538], [-0.154, -0.373, -2.917], [-0.039, -1.865, -3.147]], "forces_ev_per_a": [[0.61, 0.46, -0.04], [-0.02, -0.49, -0.36], [-0.31, -0.13, 0.34], [0.29, -0.08, 0.49], [0.13, -0.36, -0.31], [-0.42, 0.22, -0.14], [0.24, -0.26, 0.25], [0.15, 0.33, -0.05], [-0.19, 0.50, -0.41], [-0.62, 0.18, 0.02], [-0.04, -0.37, -0.20], [0.44, -0.32, 0.39], [0.44, 0.50, -0.29], [-0.35, 0.05, -0.01], [-0.11, -0.43, 0.40], [0.04, 0.19, -0.29], [0.26, 0.10, 0.45], [-0.62, -0.53, 0.30], [-0.47, 0.60, -0.91], [1.04, -0.19, 0.33], [-0.18, 0.11, 0.50], [-0.28, 0.34, -0.05], [-0.22, -0.41, -0.13], [0.47, -0.11, 0.05], [-0.40, 0.21, 0.28], [0.61, -0.22, 0.05], [-0.17, 0.19, -0.50], [-0.39, -0.15, -1.04], [0.56, -0.38, 0.94], [-0.35, 0.49, 0.06], [-0.37, -0.08, -0.43], [0.07, 0.52, 0.32], [0.16, -0.49, -0.01]], "s_squared": 0.76, "total_energy_ha": -840.42320, "charge": 1, "homo_lumo_gap_ev": [11.25, 2.92], "multiplicity": 2, "e_homo_ha": [-0.5399, -0.5044]}



{"formula": "C22H21BBeCaCl2CsFLiN3O14PS", "method": "the ωB97M-V functional and the def2-TZVPD basis", "species": ["N", "P", "C", "C", "C", "O", "C", "S", "C", "C", "C", "C", "N", "C", "C", "C", "O", "H", "H", "H", "H", "H", "H", "H", "H", "H", "Li", "B", "O", "C", "O", "C", "O", "O", "O", "C", "O", "C", "O", "O", "C", "C", "N", "H", "H", "H", "Be", "C", "Cl", "Cl", "H", "H", "C", "C", "C", "O", "H", "H", "H", "H", "H", "H", "H", "C", "O", "O", "O", "Ca", "F", "Cs"], "positions_angstrom": [[0.773, -4.942, 4.636], [-0.184, -3.710, 4.510], [0.824, -2.229, 4.940], [1.709, -2.256, 5.925], [2.487, -1.033, 6.161], [2.739, -0.592, 7.275], [2.934, -0.323, 4.945], [4.571, 0.361, 4.903], [2.062, -0.259, 3.944], [2.240, 0.385, 2.641], [1.388, 1.387, 2.189], [1.625, 1.896, 0.933], [2.598, 1.561, 0.105], [3.410, 0.601, 0.534], [3.235, 0.008, 1.763], [0.727, -0.939, 4.181], [-0.303, -0.469, 3.817], [0.865, -5.406, 3.742], [-0.610, -3.533, 3.178], [-1.291, -3.748, 5.367], [1.843, -3.150, 6.521], [5.266, -0.720, 4.498], [0.578, 1.743, 2.800], [0.939, 2.655, 0.579], [4.195, 0.283, -0.133], [3.906, -0.792, 2.048], [4.723, -0.625, 7.429], [-0.405, -0.242, -3.381], [-1.133, 0.747, -2.566], [-2.190, 1.158, -3.263], [-2.989, 1.963, -2.886], [-2.204, 0.435, -4.608], [-3.013, 0.571, -5.479], [-1.155, -0.375, -4.651], [0.984, 0.187, -3.622], [1.805, -0.729, -3.126], [2.997, -0.694, -3.147], [0.953, -1.845, -2.517], [1.378, -2.844, -1.973], [-0.311, -1.550, -2.671], [-0.174, -0.911, 8.539], [-0.712, -1.790, 9.569], [-1.122, -2.486, 10.377], [-0.679, 0.052, 8.571], [0.889, -0.764, 8.707], [-0.328, -1.358, 7.559], [0.719, -3.736, -0.163], [-2.329, 4.694, -5.517], [-3.606, 3.605, -6.062], [-0.861, 3.810, -5.065], [-2.087, 5.377, -6.322], [-2.686, 5.241, -4.653], [0.031, 1.939, -9.765], [-1.237, 2.267, -8.971], [-1.769, 1.060, -8.322], [-2.281, 2.629, -9.857], [-0.160, 1.163, -10.521], [0.412, 2.823, -10.273], [0.825, 1.571, -9.107], [-0.912, 2.958, -8.177], [-1.955, 0.454, -9.196], [-2.690, 1.264, -7.771], [-1.125, 0.503, -7.636], [-3.138, -0.810, 5.072], [-3.170, 0.354, 5.551], [-2.615, -1.808, 5.619], [-3.646, -1.127, 3.940], [-3.243, 0.576, -10.689], [-4.678, -0.456, 6.732], [-3.636, -0.034, 2.294]], "forces_ev_per_a": [[-0.18, 0.17, 0.20], [0.64, -1.43, -0.35], [-0.85, 0.51, -0.46], [-0.01, -0.34, 0.13], [-0.30, -0.13, -0.17], [1.29, -0.43, 0.48], [0.35, -0.33, -0.37], [0.25, 0.27, 0.65], [-0.28, 0.14, -0.52], [-0.18, 0.67, -0.46], [0.21, -0.53, 0.40], [-0.87, 1.00, -0.27], [0.21, -0.26, -0.05], [-0.38, 0.25, -0.20], [0.99, -1.06, 0.64], [0.75, -0.61, 0.50], [-1.01, 0.40, -0.57], [0.27, -0.17, 0.01], [-0.35, 0.65, 0.27], [0.04, 0.53, -0.07], [0.02, 0.08, 0.34], [-0.29, -0.08, -0.16], [-0.17, 0.15, 0.00], [0.04, 0.13, -0.16], [0.14, -0.05, -0.09], [0.08, -0.11, -0.03], [-0.46, 0.44, -0.08], [0.04, 0.38, -0.09], [-0.10, -0.41, -0.60], [-0.09, 0.59, 0.83], [-0.12, -0.07, -0.12], [0.18, -0.37, -0.40], [-0.17, -0.08, -0.05], [0.02, 0.16, 0.40], [-0.27, -0.55, 0.21], [0.46, 0.54, -0.28], [0.06, -0.15, 0.12], [-0.50, -0.35, 0.10], [0.04, -0.13, 0.41], [0.29, 0.17, -0.08], [-0.11, 0.04, 0.07], [0.18, 0.36, -0.46], [-0.19, -0.42, 0.49], [-0.04, -0.01, -0.03], [0.02, 0.02, 0.04], [-0.12, 0.02, -0.01], [0.09, 0.29, -0.22], [-0.04, 0.06, -0.02], [-0.05, 0.12, -0.04], [0.04, 0.02, -0.05], [0.06, -0.06, -0.05], [0.01, -0.11, 0.08], [0.23, 0.12, 0.38], [0.34, 0.04, -1.20], [0.00, -0.69, 1.91], [-0.71, -1.24, -0.99], [-0.09, 0.00, -0.02], [-0.11, 0.01, -0.11], [-0.04, -0.01, -0.04], [-0.68, 0.58, -0.33], [0.38, -1.56, 0.14], [-0.06, -0.01, -0.16], [0.07, -0.09, -0.22], [0.37, -3.42, 0.81], [-1.08, 0.54, 0.77], [0.43, 0.80, 0.75], [-0.36, -4.54, 7.70], [0.75, 2.91, 0.79], [1.04, 0.65, -0.69], [-0.08, 5.97, -9.38]], "total_energy_ha": -4572.73390, "charge": 1, "homo_lumo_gap_ev": 2.48, "e_homo_ha": -0.2969}